*i*
A 2-piece molecular cluster, C5H6O3 overall, computed with ωB97M-V/def2-TZVPD.

```
14
Properties=species:S:1:pos:R:3:lowdin_charge:R:1
C 1.33282 0.74400 1.40729 0.066
C 1.32839 0.05122 0.28160 -0.410
C 1.48446 -1.15139 -0.47910 -0.052
O 1.20252 0.14178 -1.01375 0.033
H 1.42076 0.16347 2.27140 0.041
H 1.28046 1.87823 1.49566 0.095
H 2.39400 -1.70748 -0.70904 0.110
H 0.62296 -1.86380 -0.69913 0.131
O -1.63039 -0.51396 1.27694 0.163
C -1.97356 0.00961 0.28546 -0.521
C -1.73122 0.46414 -1.04299 -0.021
O -2.90273 0.75255 -0.26162 0.126
H -1.10705 1.35007 -1.05562 0.124
H -1.72142 -0.31846 -1.75710 0.115
```

Values from the calculation:
orbital gap = 10.07 eV
HOMO energy = -9.3 eV
SMILES = C=C1CO1.O=C1CO1



*ii*
A single C5H6O3 molecule, computed with ωB97M-V/def2-TZVPD.

```
14
Properties=species:S:1:pos:R:3:lowdin_charge:R:1
C -0.68323 1.30711 1.72398 -0.026
C -0.12201 0.48610 0.62173 -0.189
C 0.02340 0.68801 -0.72812 0.106
C 0.43466 -0.66523 -1.15411 -0.500
O -0.47483 -1.53977 -1.74989 0.050
O 1.61378 -0.72107 -1.85294 0.072
C 0.43875 -0.83940 0.61913 -0.250
O 0.84141 -1.68858 1.35281 0.123
H -0.84008 2.33284 1.39069 0.081
H -0.00260 1.31174 2.57595 0.088
H -1.63961 0.90306 2.06168 0.090
H 0.04253 1.59899 -1.30766 0.128
H -1.26005 -1.62669 -1.19972 0.112
H 1.62788 -1.54709 -2.35352 0.115
```

Values from the calculation:
orbital gap = 8.72 eV
HOMO energy = -8.4 eV
SMILES = CC1=CC(O)(O)C1=O



*iii*
A 2-piece molecular cluster, C5H6O3 overall, computed with ωB97M-V/def2-TZVPD.

```
14
Properties=species:S:1:pos:R:3:lowdin_charge:R:1
C 0.73266 1.72570 -1.23197 0.080
C 0.85274 0.81786 -0.25315 -0.378
C 1.52369 0.41873 0.96988 -0.046
O 1.19380 -0.42610 -0.09702 0.046
H 0.71911 2.79782 -1.20385 0.054
H 0.45552 1.41211 -2.21182 0.046
H 2.57504 0.72705 1.04827 0.127
H 1.06245 0.20228 1.89060 0.101
O -0.95478 -1.97088 1.02403 0.182
C -1.20581 -0.92458 0.59819 -0.573
C -2.44441 -0.54796 -0.21351 0.059
O -1.62957 0.29560 0.76727 0.052
H -2.31987 -0.06307 -1.25708 0.128
H -3.42074 -0.79544 0.28665 0.122
```

Values from the calculation:
orbital gap = 10.10 eV
HOMO energy = -9.3 eV
SMILES = C=C1CO1.O=C1CO1



Of them, the most stable is *ii* and the least stable is *iii*.



*i*
A 2-piece molecular cluster, C11H15N overall, computed with ωB97M-V/def2-TZVPD.

```
27
Properties=species:S:1:pos:R:3:lowdin_charge:R:1
C 0.11481 1.76732 3.16663 -0.175
C 1.40899 2.52913 3.38415 -0.172
H -0.62156 2.38361 2.64872 0.055
H 0.30868 0.91135 2.50756 0.048
H -0.32565 1.36883 4.07941 0.067
H 2.03326 2.10257 4.17389 0.068
H 1.25060 3.55950 3.71132 0.066
H 2.02486 2.62098 2.49559 0.054
C 2.26059 0.54937 -2.05415 -0.001
C 1.50623 -1.76583 -1.30868 0.055
C 1.25935 -0.35143 -1.44579 -0.116
C -0.62616 -1.42589 -0.75125 -0.164
C -0.08275 -0.16915 -1.07070 -0.118
C -1.87688 -1.57939 -0.20174 0.035
C -0.78700 0.99890 -0.68901 0.038
C -2.50162 -0.42249 0.25301 -0.003
C -1.95656 0.84565 0.00533 -0.049
N 0.39298 -2.37407 -0.95934 0.153
H 2.44085 -2.28879 -1.39946 0.157
H 0.28408 -3.36462 -0.79363 0.187
H 1.96786 1.59917 -2.05403 0.092
H 2.48884 0.25923 -3.08404 0.110
H -2.33557 -2.55694 -0.16905 0.130
H -0.36466 1.96206 -0.94294 0.131
H -3.46170 -0.47814 0.74450 0.125
H -2.45872 1.70132 0.43341 0.120
H 3.19116 0.48320 -1.47980 0.106
```

Values from the calculation:
orbital gap (spin up / spin down) = 9.21 / 6.72 eV
spin multiplicity = 2
total charge = +1
HOMO energy (spin up / spin down) = -12.9 / -13.5 eV



*ii*
A 2-piece molecular cluster, C11H15N overall, computed with ωB97M-V/def2-TZVPD.

```
27
Properties=species:S:1:pos:R:3:lowdin_charge:R:1
C 0.24404 3.01781 1.06647 -0.168
C -1.06783 3.77828 1.23274 -0.167
H 1.02598 3.50505 1.64335 0.067
H 0.13201 1.98881 1.40755 0.058
H 0.48853 3.03664 0.00744 0.041
H -1.76660 3.49291 0.43891 0.059
H -1.01099 4.85236 1.03217 0.068
H -1.50201 3.68091 2.21806 0.062
C -2.24127 -2.68290 -0.16873 -0.004
C -0.03644 -1.32534 -0.61017 -0.115
C -0.79481 -2.42388 -0.15759 -0.117
C 1.29316 -1.55600 -0.21398 -0.168
C 0.13216 -3.26571 0.52745 0.051
C 0.65763 0.75236 -1.58302 -0.055
C 1.98806 0.44799 -1.27731 -0.001
C -0.36766 -0.10162 -1.21542 0.044
C 2.31477 -0.71837 -0.57817 0.038
N 1.37164 -2.88176 0.26456 0.157
H 0.40259 1.69580 -2.04224 0.118
H 2.73340 1.18581 -1.48076 0.120
H -1.37984 0.27775 -1.27481 0.133
H 3.32832 -1.07759 -0.45057 0.131
H -2.78350 -1.89700 -0.68664 0.089
H -2.66141 -2.71862 0.83928 0.110
H -0.10739 -4.06460 1.21450 0.160
H 2.19672 -3.40627 0.50634 0.183
H -2.58927 -3.59283 -0.65943 0.106
```

Values from the calculation:
orbital gap (spin up / spin down) = 9.08 / 6.65 eV
spin multiplicity = 2
total charge = +1
HOMO energy (spin up / spin down) = -12.9 / -13.5 eV



Of them, the most stable is *i* and the least stable is *ii*.



*i*
A 2-piece molecular cluster, C6H6N2O3S overall, computed with ωB97M-V/def2-TZVPD.

```
18
Properties=species:S:1:pos:R:3:lowdin_charge:R:1
C -1.78549 0.43713 -0.60978 -0.097
C -1.20924 -0.82976 -0.46967 -0.133
C -1.51233 1.52411 0.21638 -0.074
C -0.29217 -0.98312 0.51158 -0.135
C -0.49792 1.39076 1.14876 -0.014
C -0.06777 0.07645 1.32899 -0.259
N 1.32767 -1.44922 -2.18828 -0.302
N 1.97256 -0.76291 2.18014 -0.057
O 0.95181 0.09843 2.35150 -0.034
O 2.79709 -0.74957 3.06947 0.037
O 1.37303 0.96309 -2.73657 -0.498
S 1.54417 -0.01135 -1.68136 0.850
H -2.55451 0.62429 -1.35036 0.105
H -1.50826 -1.69188 -1.16752 0.145
H -1.91991 2.53294 0.05473 0.118
H 0.40706 -1.84252 0.73533 0.138
H -0.22367 2.19971 1.87702 0.144
H 1.19790 -1.52658 -3.27036 0.067
```

Values from the calculation:
orbital gap = 9.03 eV
HOMO energy = -9.7 eV



*ii*
A single C6H6N2O3S molecule, computed with ωB97M-V/def2-TZVPD.

```
18
Properties=species:S:1:pos:R:3:lowdin_charge:R:1
C -0.88619 -0.89558 -0.09289 -0.176
C 0.28006 -0.12849 -0.00815 -0.095
C -0.17019 1.26630 -0.08527 -0.287
C -2.06350 -0.02103 -0.18540 -0.378
C -0.98666 -2.36150 0.02663 -0.016
C 0.80137 2.48132 -0.12230 -0.029
N -1.44605 1.47442 -0.36548 0.131
N 1.54082 -0.60799 0.13180 -0.331
O 1.81248 -1.80033 0.00921 0.078
O 2.43926 0.22301 0.36142 0.060
O -4.53401 0.80924 0.01282 -0.494
S -3.67572 -0.34903 0.13790 1.019
H -1.02276 -2.82223 -0.92333 0.094
H -1.92831 -2.56637 0.56015 0.090
H -0.07292 -2.66142 0.42092 0.050
H 1.57132 2.24406 0.70702 0.092
H 0.15905 3.41254 0.23924 0.114
H 1.12247 2.63023 -1.15851 0.079
```

Values from the calculation:
orbital gap (spin up / spin down) = 7.60 / 7.60 eV
HOMO energy (spin up / spin down) = -10.1 / -10.1 eV



*iii*
A 2-piece molecular cluster, C6H6N2O3S overall, computed with ωB97M-V/def2-TZVPD.

```
18
Properties=species:S:1:pos:R:3:lowdin_charge:R:1
C -2.45183 0.52592 0.62900 -0.055
C -2.31368 -0.11512 -0.58425 -0.082
C -1.32761 0.76832 1.46781 -0.060
C -1.13088 -0.70852 -0.94042 -0.092
C -0.13721 0.18221 1.12611 -0.104
C -0.09973 -0.58178 -0.05896 -0.330
N 2.75803 -0.84452 0.21680 -0.186
N 2.82090 1.31969 -0.34444 -0.295
O 2.11868 1.97715 0.28247 0.156
O 3.64438 1.39274 -1.16441 0.149
O 1.33389 -2.74538 -0.34729 -0.364
S 1.49825 -1.30279 -0.44963 0.620
H -3.38916 0.92165 0.83080 0.081
H -3.11680 -0.49799 -1.19472 0.113
H -1.26634 1.37172 2.49408 0.156
H -1.05368 -1.21724 -1.88278 0.118
H 0.67009 0.43873 1.76595 0.092
H 1.44270 -0.88479 -1.84612 0.083
```

Values from the calculation:
orbital gap (spin up / spin down) = 8.72 / 8.09 eV
HOMO energy (spin up / spin down) = -9.9 / -9.7 eV



Of them, the most stable is *i* and the least stable is *iii*.



*i*
A 2-piece molecular cluster, CH6NO2 overall, computed with ωB97M-V/def2-TZVPD.

```
10
Properties=species:S:1:pos:R:3:lowdin_charge:R:1
O -2.47279 -0.67447 1.12905 -0.171
H -2.96693 -0.20617 0.50478 -0.053
N -0.00532 -0.57898 -0.21467 -0.188
C 0.87322 0.54549 -0.07989 -0.489
O 2.30150 0.70088 -0.61563 -0.190
H -1.50249 -0.63863 0.75776 -0.010
H -0.02024 -0.98115 -1.19469 -0.039
H 1.04521 0.66890 1.04931 0.089
H 0.39092 1.38990 -0.45034 0.032
H 2.35691 -0.22577 -0.88567 0.018
```

Values from the calculation:
orbital gap = 6.86 eV
total charge = -1
HOMO energy = -2.3 eV



*ii*
A 2-piece molecular cluster, CH6NO2 overall, computed with ωB97M-V/def2-TZVPD.

```
10
Properties=species:S:1:pos:R:3:lowdin_charge:R:1
O 0.82392 0.50590 -2.19846 -0.199
H 0.97744 0.41233 -1.16265 -0.026
N -1.04321 -0.67755 0.47517 -0.035
C 0.04489 0.18887 1.07511 -0.560
O 1.16128 0.25377 0.34018 -0.323
H -0.99795 -1.57468 0.93680 0.013
H -0.72731 -0.83083 -0.47290 0.017
H 0.22803 -0.27308 2.06665 0.069
H -0.37698 1.19525 1.21375 0.064
H -0.09009 0.80003 -2.27365 -0.019
```

Values from the calculation:
orbital gap = 8.01 eV
total charge = -1
HOMO energy = -3.1 eV



*iii*
A 2-piece molecular cluster, CH6NO2 overall, computed with ωB97M-V/def2-TZVPD.

```
10
Properties=species:S:1:pos:R:3:lowdin_charge:R:1
N -0.02116 -1.50758 -0.72873 -0.041
C 0.43583 -0.08926 -0.77522 -0.611
O 0.54770 0.48009 0.41945 -0.316
H -0.55395 -1.76349 -1.55122 0.013
H 0.76330 -2.15084 -0.62041 0.027
H 1.39149 -0.04947 -1.32544 0.059
H -0.29300 0.42325 -1.45791 0.075
H -0.38006 1.49964 1.31310 -0.026
H -1.12569 1.20102 2.59816 -0.009
O -0.76446 1.95664 2.12822 -0.170
```

Values from the calculation:
orbital gap = 7.55 eV
total charge = -1
HOMO energy = -2.9 eV



Of them, the most stable is *ii* and the least stable is *i*.